C11H16O | ωB97M-V/def2-TZVPD

Each atom is followed by the atoms it is bonded to, with distances in Å.
CARTESIAN COORDINATES (ANGSTROEM)
1 C -1.656 0.784 1.153  C2 1.395, C11 1.395, H22 1.098
2 C -1.192 2.045 0.779  C1 1.395, H15 1.098, C26 1.395
3 H 0.943 -2.041 0.950  C28 1.107
4 H -1.922 -1.929 -1.917  C12 1.107
5 C 0.134 0.605 2.767  H7 1.098, C11 1.395, C20 1.395
6 H 0.300 3.580 1.105  C26 1.098
7 H 0.656 0.038 3.550  C5 1.098
8 O -0.571 -1.945 -0.400  C12 1.423, C28 1.423
9 H 1.400 0.837 -2.261  C18 1.107
10 H 2.451 -0.429 -0.296  C24 1.107
11 C -0.992 0.063 2.147  C1 1.395, C5 1.395, H21 1.098
12 C -0.833 -1.773 -1.788  H4 1.107, O8 1.423, C16 1.522, H25 1.107
13 H -0.611 -0.309 -3.361  C16 1.107
14 H -0.995 0.370 -1.752  C16 1.107
15 H -1.714 2.612 -0.003  C2 1.098
16 C -0.398 -0.399 -2.279  C12 1.522, H13 1.107, H14 1.107, C18 1.529
17 H 1.485 2.292 2.881  C20 1.098
18 C 1.089 -0.190 -1.990  H9 1.107, C16 1.529, H23 1.107, C24 1.529
19 H 1.366 -2.628 -0.685  C28 1.107
20 C 0.598 1.866 2.393  C5 1.395, H17 1.098, C26 1.395
21 H -1.357 -0.930 2.442  C11 1.098
22 H -2.542 0.358 0.665  C1 1.098
23 H 1.679 -0.894 -2.607  C18 1.107
24 C 1.367 -0.468 -0.512  H10 1.107, C18 1.529, H27 1.107, C28 1.522
25 H -0.311 -2.562 -2.363  C12 1.107
26 C -0.065 2.587 1.399  C2 1.395, H6 1.098, C20 1.395
27 H 0.870 0.297 0.114  C24 1.107
28 C 0.822 -1.838 -0.131  H3 1.107, O8 1.423, H19 1.107, C24 1.522

## Properties
**Gap between HOMO and LUMO**: 10.26 eV
**E_LUMO**: 1.028 eV
**SMILES**: C1CCOCC1.c1ccccc1
**HOMO level**: -9.231 eV
**Maximum force**: 0.0107 hartree/bohr

Here are the Löwdin charges for atoms 1 to 2, given in e:
1. C -0.11
2. C -0.11

C5H9P | ωB97M-V/def2-TZVPD

Each atom is followed by the atoms it is bonded to, with distances in Å.
CARTESIAN COORDINATES (ANGSTROEM)
1 H -3.182 -0.360 -0.082  C14 1.069
2 H -2.686 1.011 0.850  C14 1.104
3 P 0.242 1.059 0.376  C4 1.909, C6 1.938, C11 1.847
4 C 1.108 0.563 -1.252  P3 1.909, H5 1.124, H7 1.188, C11 1.422
5 H 1.634 1.447 -1.706  C4 1.124
6 C -1.109 -0.322 0.529  P3 1.938, H8 1.098, C14 1.532, H15 1.112
7 H 0.625 -0.161 -2.061  C4 1.188
8 H -1.352 -0.496 1.586  C6 1.098
9 H 2.681 -0.945 1.655  C13 1.089
10 H 3.487 -1.195 0.251  C13 1.117
11 C 1.725 0.056 -0.075  P3 1.847, C4 1.422, C13 1.305
12 H -2.456 0.970 -0.810  C14 1.037
13 C 2.586 -0.642 0.613  H9 1.089, H10 1.117, C11 1.305
14 C -2.388 0.349 0.019  H1 1.069, H2 1.104, C6 1.532, H12 1.037
15 H -0.915 -1.333 0.108  C6 1.112

## Properties
**Gap between HOMO and LUMO**: 10.14 eV
**E_LUMO**: 1.108 eV
**SMILES**: C=C1CP1CC
**HOMO level**: -9.027 eV
**Maximum force**: 0.0651 hartree/bohr

Here are the Löwdin charges for atoms 1 to 2, given in e:
1. H 0.06
2. H 0.07

C5H12O2 | ωB97M-V/def2-TZVPD

Each atom is followed by the atoms it is bonded to, with distances in Å.
CARTESIAN COORDINATES (ANGSTROEM)
1 O -1.699 -0.603 -2.302  C4 1.439, H5 0.903
2 H 1.621 0.573 0.666  C16 1.040
3 H -0.513 3.127 1.733  O12 0.946
4 C -0.605 -1.459 -1.927  O1 1.439, H9 1.176, H15 1.174, C18 1.475
5 H -1.180 -0.020 -2.757  O1 0.903
6 H 0.913 -1.924 -0.685  C18 1.168
7 C -0.185 -0.125 0.078  H8 1.077, H14 1.076, C16 1.525, C18 1.556
8 H -1.013 -0.724 0.420  C7 1.077
9 H 0.071 -1.802 -2.826  C4 1.176
10 H 1.390 -0.354 -1.549  C18 1.167
11 H 1.120 1.698 2.860  C19 1.200
12 O -0.148 2.365 1.307  H3 0.946, C19 1.408
13 H -0.667 1.014 2.780  C19 1.132
14 H -0.634 0.756 -0.347  C7 1.076
15 H -1.087 -2.392 -1.403  C4 1.174
16 C 0.802 0.209 1.192  H2 1.040, C7 1.525, H17 1.105, C19 1.568
17 H 1.107 -0.728 1.692  C16 1.105
18 C 0.478 -0.917 -1.086  C4 1.475, H6 1.168, C7 1.556, H10 1.167
19 C 0.231 1.307 2.155  H11 1.200, O12 1.408, H13 1.132, C16 1.568

## Properties
**Gap between HOMO and LUMO**: 10.81 eV
**E_LUMO**: 0.900 eV
**SMILES**: OCCCCCO
**HOMO level**: -9.909 eV
**Maximum force**: 0.0823 hartree/bohr

Here are the Löwdin charges for atoms 1 to 2, given in e:
1. O -0.03
2. H 0.08

C6H22IN8O6 | ωB97M-V/def2-TZVPD

Each atom is followed by the atoms it is bonded to, with distances in Å.
CARTESIAN COORDINATES (ANGSTROEM)
1 O -4.282 -0.478 4.541  C12 1.235
2 N -3.042 -0.726 2.607  H4 1.003, C12 1.360, H28 1.010
3 C 3.578 -1.861 0.724  O17 1.231, N36 1.372, N39 1.356
4 H -3.217 -1.710 2.525  N2 1.003
5 H 0.392 2.806 -3.777  C21 1.097
6 H 4.703 -2.049 -0.979  N36 0.998
7 C -1.493 1.692 -3.566  H8 1.095, H10 1.094, C21 1.533, O37 1.411
8 H -1.973 2.078 -4.472  C7 1.095
9 H 2.630 -1.024 -0.960  N39 1.005
10 H -1.845 0.660 -3.473  C7 1.094
11 H -2.491 1.575 2.995  N19 1.008
12 C -3.533 -0.030 3.667  O1 1.235, N2 1.360, N19 1.369
13 H 0.203 1.541 -5.697  O25 0.962
14 H 0.235 1.018 3.258  N31 1.008
15 O 2.605 1.424 5.229  C30 1.229
16 H -1.511 1.961 -1.658  O37 0.974
17 O 3.458 -2.079 1.930  C3 1.231
18 H 5.392 -2.716 0.508  N36 1.002
19 N -3.163 1.288 3.688  H11 1.008, C12 1.369, H42 0.998
20 H 0.809 -2.537 -3.516  N29 0.999
21 C 0.023 1.773 -3.776  H5 1.097, C7 1.533, O25 1.416, H26 1.096
22 N 2.393 1.484 2.953  C30 1.357, H35 1.001, H43 1.006
23 H 0.441 -1.651 -2.112  N29 1.006
24 H -2.970 -1.929 -2.319  N40 1.008
25 O 0.492 1.068 -4.911  H13 0.962, C21 1.416
26 H 0.508 1.353 -2.888  C21 1.096
27 O -1.717 -3.148 -3.899  C41 1.232
28 H -2.329 -0.330 2.012  N2 1.010
29 N 0.113 -2.227 -2.869  H20 0.999, H23 1.006, C41 1.369
30 C 1.908 1.415 4.218  O15 1.229, N22 1.357, N31 1.378
31 N 0.540 1.245 4.191  H14 1.008, C30 1.378, H33 0.997
32 H 1.858 -0.742 0.478  N39 1.013
33 H -0.123 1.343 4.930  N31 0.997
34 H -1.681 -0.945 -1.616  N40 1.005
35 H 3.376 1.381 2.799  N22 1.001
36 N 4.703 -2.185 0.010  C3 1.372, H6 0.998, H18 1.002
37 O -1.881 2.430 -2.428  C7 1.411, H16 0.974
38 I -0.505 0.681 0.427  no bonds
39 N 2.585 -1.273 0.013  C3 1.356, H9 1.005, H32 1.013
40 N -1.997 -1.746 -2.134  H24 1.008, H34 1.005, C41 1.359
41 C -1.231 -2.437 -3.018  O27 1.232, N29 1.369, N40 1.359
42 H -3.702 1.978 4.167  N19 0.998
43 H 1.742 1.630 2.200  N22 1.006

## Properties
**Net charge**: -1
**Gap between HOMO and LUMO**: 8.67 eV
**E_LUMO**: 2.383 eV
**HOMO level**: -6.286 eV
**Maximum force**: 0.0291 hartree/bohr

Here are the Löwdin charges for atoms 1 to 2, given in e:
1. O -0.02
2. N 0.14